1.
Density functional theory data (wB97M-V/def2-TZVPD) for a cluster of 2 separate species, C4H11NO in total at a distorted geometry.

Computed properties:
**Relative energy (zero: lowest compared OMol25 entry of this formula, charge and spin)**: 0.392 eV
**Charge**: 0
**F_max**: 1.80 eV Å⁻¹
**Calculated total energy**: -289.0026 a.u.
**Molar mass**: 89.1 g mol⁻¹
**Structure (SMILES)**: CC(N)=O.CC

Each line ends with the natural charge from an NBO analysis.
Atoms and positions in Å:
O -0.454 -2.675 0.464  -0.5937
N -1.667 -1.276 -0.818  -0.8293
C 1.232 2.021 1.183  -0.6075
C -0.288 1.797 1.299  -0.6110
C 0.622 -1.828 -1.482  -0.7254
C -0.558 -2.069 -0.582  0.6688
H -0.665 1.062 0.623  0.2094
H -1.858 -1.000 -1.769  0.3815
H 1.031 -0.824 -1.345  0.2393
H -0.716 2.759 0.989  0.1931
H -2.473 -1.569 -0.284  0.3969
H 1.355 2.509 0.211  0.1963
H -0.766 1.643 2.268  0.2052
H 1.586 2.753 1.905  0.2088
H 1.780 1.093 1.091  0.2049
H 1.419 -2.507 -1.199  0.2432
H 0.419 -1.888 -2.553  0.2195

---

2.
Density functional theory data (wB97M-V/def2-TZVPD) for the ion C6H11N2S with charge +1 at a distorted geometry.

Computed properties:
**Relative energy (zero: lowest compared OMol25 entry of this formula, charge and spin)**: 2.663 eV
**Charge**: +1
**F_max**: 4.11 eV Å⁻¹
**Calculated total energy**: -742.6115 a.u.
**Molar mass**: 143.2 g mol⁻¹

Each line ends with the natural charge from an NBO analysis.
Atoms and positions in Å:
S -3.254 -0.321 -0.432  0.8528
N -1.710 -0.783 -0.642  -0.3120
N -0.855 0.028 -0.107  -0.0696
C 0.988 -1.068 1.112  -0.6113
C 0.841 -0.997 -1.458  -0.6216
C 1.317 1.112 -0.076  -0.6172
C -1.441 1.109 0.491  -0.0258
C 0.560 -0.233 -0.182  0.1211
C -2.823 1.071 0.522  -0.3974
H -0.704 1.741 1.020  0.2727
H -3.483 1.854 0.881  0.2984
H 2.040 -1.222 1.063  0.2393
H 2.016 -1.214 -1.535  0.2449
H 0.442 -0.619 -2.370  0.2377
H 0.427 -2.035 1.162  0.2301
H 1.205 1.483 0.986  0.2148
H 2.402 0.831 -0.269  0.2639
H 0.748 1.724 -0.826  0.2253
H 0.892 -0.560 2.049  0.2245
H 0.392 -1.901 -1.388  0.2294

---

3.
Density functional theory data (wB97M-V/def2-TZVPD) for a structure of composition C16H21S4Sn at a distorted geometry.

Computed properties:
**Relative energy (zero: lowest compared OMol25 entry of this formula, charge and spin)**: 0.000 eV
**Charge**: +1
**F_max**: 2.47 eV Å⁻¹
**Calculated total energy**: -2429.0261 a.u.
**Molar mass**: 460.3 g mol⁻¹

Each line ends with the natural charge from an NBO analysis.
Atoms and positions in Å:
Sn -0.914 -1.816 -0.146  0.9736
S 1.950 -2.632 -0.596  0.1988
S -2.351 -0.479 1.860  0.2422
S 0.909 -0.190 1.251  0.3243
S 0.299 -2.796 2.869  0.1895
C -1.234 0.887 2.381  -0.5134
C 2.233 -3.581 0.953  -0.5272
C -1.207 4.554 -2.772  -0.1963
C -0.847 -0.151 -1.531  -0.6062
C -1.334 3.312 -2.169  -0.2105
C -0.783 2.195 -2.744  -0.0807
C -0.149 2.273 -3.980  -0.1943
C 2.866 -0.978 -0.381  -0.4784
C 1.919 0.206 -0.142  -0.6110
C -0.152 1.227 1.304  -0.5690
C -1.501 -3.011 2.953  -0.5430
C -0.830 0.896 -2.107  -0.0203
C -2.289 -1.734 3.205  -0.5169
C -0.524 4.672 -3.986  -0.1838
C -0.029 3.518 -4.576  -0.1988
C 0.971 -3.999 1.656  -0.5329
H 2.822 -4.472 0.720  0.2553
H -1.898 -1.193 4.137  0.2480
H 2.537 1.104 0.130  0.2503
H 2.824 -2.889 1.616  0.2385
H -0.391 5.602 -4.492  0.2257
H 0.194 1.375 -4.528  0.2310
H 1.196 -4.861 2.274  0.2421
H 0.379 2.107 1.614  0.2452
H 3.558 -1.144 0.458  0.2330
H -0.582 1.415 0.333  0.2576
H -1.827 1.761 2.541  0.2480
H 3.452 -0.912 -1.285  0.2536
H -3.286 -2.103 3.352  0.2506
H -1.897 3.220 -1.234  0.2156
H -1.868 -3.663 3.706  0.2361
H 0.213 -4.331 0.985  0.2296
H -1.651 5.437 -2.357  0.2244
H -1.761 -3.501 1.982  0.2323
H -0.720 0.627 3.296  0.2377
H 1.261 0.416 -1.019  0.2779
H 0.445 3.632 -5.528  0.2217

---

4.
Density functional theory data (wB97M-V/def2-TZVPD) for a cluster of 2 separate species, C5H15NP in total at a distorted geometry.

Computed properties:
**Relative energy (zero: lowest compared OMol25 entry of this formula, charge and spin)**: 1.739 eV
**Charge**: +1
**F_max**: 4.15 eV Å⁻¹
**Calculated total energy**: -595.2792 a.u.
**Molar mass**: 120.2 g mol⁻¹

Each line ends with the natural charge from an NBO analysis.
Atoms and positions in Å:
P -3.490 0.956 0.261  0.2175
N -0.102 -0.118 -0.118  -0.6381
C 2.007 -1.077 0.227  -0.5358
C 3.151 1.289 0.283  -0.6123
C -3.761 -0.789 -0.389  -0.9077
C 0.637 -0.845 0.665  0.3165
C 2.559 0.126 -0.601  -0.3962
H -4.893 -0.880 -0.439  0.2534
H 0.328 -1.229 1.708  0.2555
H -4.403 1.642 -0.450  0.0118
H -3.330 -1.695 -0.057  0.2427
H 2.587 -1.436 1.161  0.2766
H 1.840 0.646 -1.210  0.1976
H 0.349 -0.001 -0.994  0.4203
H 3.449 -0.346 -1.128  0.2461
H 3.385 2.119 -0.358  0.2332
H -1.088 0.172 0.135  0.4589
H -3.442 -0.581 -1.408  0.2295
H 2.362 1.614 1.006  0.1988
H 1.928 -1.801 -0.664  0.2935
H 4.060 1.046 0.912  0.2329
H -4.131 1.189 1.457  0.0053

---

5.
Density functional theory data (wB97M-V/def2-TZVPD) for the ion C5H10ClN4 with charge +1 at a distorted geometry.

Computed properties:
**Relative energy (zero: lowest compared OMol25 entry of this formula, charge and spin)**: 3.643 eV
**Charge**: +1
**F_max**: 3.01 eV Å⁻¹
**Calculated total energy**: -875.3880 a.u.
**Molar mass**: 161.6 g mol⁻¹
**Structure (SMILES)**: N[C@@]1(N[NH3+])C=C[C@H](Cl)C=N1

Each line ends with the natural charge from an NBO analysis.
Atoms and positions in Å:
Cl -0.916 2.500 -0.933  0.0198
N 0.998 -1.906 0.873  -0.8093
N -1.015 -1.193 -0.118  -0.4370
N -1.400 -0.465 -1.353  -0.5870
N 1.076 -0.268 -0.739  -0.4344
C 1.178 0.920 -1.082  0.1172
C 0.359 1.572 1.157  -0.1951
C 0.678 2.048 -0.243  -0.3080
C 0.119 0.313 1.452  -0.2236
C 0.318 -0.761 0.406  0.3141
H -1.489 0.588 -1.081  0.4251
H -2.252 -0.922 -1.583  0.4380
H 1.571 -2.361 0.182  0.3959
H -0.640 -0.544 -2.143  0.4669
H -1.871 -1.184 0.402  0.3933
H 1.762 0.955 -2.030  0.2348
H -0.137 0.044 2.549  0.2627
H 1.650 -1.802 1.644  0.3922
H 0.257 2.473 1.881  0.2578
H 1.500 2.784 -0.273  0.2764

---

6.
Density functional theory data (wB97M-V/def2-TZVPD) for a structure of composition C4H18CsO7 at a distorted geometry.

Computed properties:
**Charge**: +1
**F_max**: 2.78 eV Å⁻¹
**Calculated total energy**: -709.7403 a.u.
**Molar mass**: 311.1 g mol⁻¹

Each line ends with the natural charge from an NBO analysis.
Atoms and positions in Å:
Cs 16.831 16.807 -22.708  0.9964
O 12.552 12.653 -26.643  -0.7135
O 17.278 16.991 -18.550  -0.9446
O 16.769 21.056 -24.568  -0.9248
O 18.703 15.761 -26.413  -0.9519
O 14.285 14.993 -26.413  -0.7351
O 9.460 13.666 -20.872  -0.7169
O 11.602 15.529 -20.189  -0.7361
C 11.194 15.279 -21.607  -0.0867
C 12.638 13.681 -27.605  -0.0919
C 12.964 15.014 -26.976  -0.1095
C 10.555 13.955 -21.802  -0.1023
H 11.254 13.122 -21.724  0.1645
H 12.353 14.983 -19.943  0.4559
H 9.763 13.147 -20.124  0.4768
H 17.554 20.550 -24.776  0.4604
H 16.854 21.259 -23.637  0.4652
H 12.675 15.790 -27.685  0.1761
H 16.611 17.649 -18.359  0.4759
H 10.259 13.860 -22.847  0.1927
H 12.137 15.346 -22.150  0.1545
H 14.836 15.208 -27.169  0.4677
H 19.032 15.289 -27.178  0.4868
H 10.585 16.128 -21.916  0.1981
H 13.441 12.386 -26.400  0.4737
H 19.482 15.934 -25.885  0.4659
H 18.085 17.493 -18.666  0.4698
H 11.775 13.918 -28.228  0.1888
H 12.262 15.150 -26.153  0.1830
H 13.383 13.357 -28.332  0.1615

---

Question: What is the formula in the second record?
Answer: C6H11N2S